(1)
Here is 2 unconnected molecules or ions with the total composition C4H12 at a distorted geometry from the Open Molecules 2025 dataset. Energies are from the ωB97M-V functional and the def2-TZVPD basis.

Properties
E	-4342.3842	eV
structure (SMILES)	CC.CC
HOMO	-0.434	hartree
molecular weight	60.14	g mol⁻¹
relative energy (zero: lowest compared OMol25 entry of this formula, charge and spin)	13.9	kJ/mol

```
! wB97M-V def2-TZVPD RIJCOSX def2/J DEFGRID3
* xyz 0 1
C -2.397 -0.672 -1.194
C -2.858 0.071 0.077
H -1.454 -0.289 -1.568
H -2.206 -1.740 -1.000
H -3.170 -0.615 -1.957
H -3.918 -0.048 0.252
H -2.557 1.112 0.014
H -2.326 -0.320 0.944
C 2.984 0.858 0.928
C 2.302 -0.280 0.164
H 2.485 1.809 0.708
H 2.985 0.653 1.994
H 4.005 1.008 0.566
H 1.219 -0.231 0.335
H 2.489 -0.190 -0.906
H 2.735 -1.242 0.428
*
```



(2)
Here is a molecular structure, C16H8BrFN6O9Pd from the Open Molecules 2025 dataset. Energies are from the ωB97M-V functional and the def2-TZVPD basis.

Properties
E	-120324.1239	eV
HOMO (spin up / spin down)	-0.348 / -0.348	hartree
molecular weight	633.60	g mol⁻¹
relative energy (zero: lowest compared OMol25 entry of this formula, charge and spin)	0.0	kJ/mol

```
! wB97M-V def2-TZVPD RIJCOSX def2/J DEFGRID3
* xyz 0 5
Pd -0.535 1.069 1.309
O -0.245 1.422 3.479
C -0.312 2.662 3.281
O -0.539 3.089 2.117
H -0.176 3.372 4.101
Br 5.400 -3.667 1.629
C 4.874 -1.909 1.199
C 5.819 -0.998 0.744
N 5.521 0.258 0.420
C 4.253 0.641 0.546
C 3.248 -0.206 0.996
C 3.561 -1.516 1.333
C 1.861 0.279 1.117
O 1.551 1.460 0.774
O 0.943 -0.471 1.566
H 6.855 -1.298 0.639
H 4.020 1.664 0.277
H 2.794 -2.193 1.683
O -2.237 -0.709 1.827
N -2.678 -0.267 2.861
C -2.753 -0.739 4.054
C -2.180 -2.016 4.379
N -1.723 -3.037 4.633
C -3.385 0.067 5.060
N -3.896 0.689 5.876
F 0.948 -0.214 -5.073
C -0.303 -0.304 -4.615
C -0.776 0.562 -3.724
N -2.077 0.498 -3.251
C -2.520 1.400 -2.208
C -1.785 1.213 -0.908
O -2.220 1.803 0.125
O -0.748 0.510 -0.827
C -2.955 -0.482 -3.681
O -4.096 -0.576 -3.282
N -2.422 -1.353 -4.608
C -1.125 -1.394 -5.127
O -0.779 -2.248 -5.904
H -0.157 1.358 -3.336
H -3.579 1.222 -2.036
H -2.400 2.440 -2.520
H -3.046 -2.081 -4.923
*
```



(3)
Here is a molecular structure, CdH8I2O4 at a distorted geometry from the Open Molecules 2025 dataset. Energies are from the ωB97M-V functional and the def2-TZVPD basis.

Properties
E	-29087.1091	eV
HOMO	-0.300	hartree
molecular weight	438.28	g mol⁻¹

```
! wB97M-V def2-TZVPD RIJCOSX def2/J DEFGRID3
* xyz 0 1
Cd 5.084 -1.900 -24.986
I 7.120 -3.081 -26.442
I 3.105 -0.279 -23.428
O 3.967 -1.387 -26.682
H 3.054 -1.663 -26.749
H 4.175 -1.032 -27.547
O 6.234 0.060 -25.239
H 7.135 0.298 -25.460
H 5.695 0.681 -25.728
O 4.016 -3.597 -24.737
H 3.625 -3.848 -23.900
H 3.703 -4.257 -25.356
O 6.045 -2.112 -23.206
H 5.612 -1.765 -22.426
H 6.869 -2.476 -22.881
*
```



(4)
Here is C12H18ClN3O3 in the gas phase from the Open Molecules 2025 dataset. Energies are from the ωB97M-V functional and the def2-TZVPD basis.

Properties
E	-35870.7127	eV
structure (SMILES)	CCCCN(C)c1cnn(CC(=O)OC)c(=O)c1Cl
HOMO	-0.310	hartree
molecular weight	287.75	g mol⁻¹
relative energy (zero: lowest compared OMol25 entry of this formula, charge and spin)	13.8	kJ/mol

```
! wB97M-V def2-TZVPD RIJCOSX def2/J DEFGRID3
* xyz 0 1
C -5.860 -1.614 0.820
C -4.431 -2.142 0.752
C -3.378 -1.034 0.723
H -3.519 -0.374 1.582
H -2.387 -1.484 0.809
C -3.431 -0.200 -0.562
N -2.378 0.798 -0.611
C -1.072 0.421 -0.660
C 0.024 1.134 -0.201
C 1.379 0.691 -0.409
O 2.390 1.257 -0.028
N 1.489 -0.514 -1.096
N 0.472 -1.254 -1.475
C -0.728 -0.835 -1.281
H -1.488 -1.506 -1.641
C 2.820 -1.024 -1.328
C 3.669 -0.933 -0.058
O 4.838 -0.671 -0.052
O 2.958 -1.284 1.015
C 3.622 -1.154 2.265
H 4.575 -1.685 2.245
H 2.955 -1.581 3.010
H 3.806 -0.098 2.473
H 2.728 -2.066 -1.641
H 3.326 -0.442 -2.104
Cl -0.030 2.583 0.750
C -2.782 2.153 -0.310
H -2.070 2.854 -0.733
H -3.752 2.334 -0.774
H -2.867 2.338 0.764
H -4.382 0.330 -0.613
H -3.379 -0.857 -1.434
H -4.317 -2.772 -0.133
H -4.245 -2.768 1.627
H -6.557 -2.439 0.947
H -5.976 -0.937 1.664
H -6.129 -1.084 -0.089
*
```



(5)
Here is 5 unconnected molecules or ions with the total composition C3H15NO4 at a distorted geometry from the Open Molecules 2025 dataset. Energies are from the ωB97M-V functional and the def2-TZVPD basis.

Properties
E	-13031.6476	eV
structure (SMILES)	C=CCN.O.O.O.O
HOMO	-0.340	hartree
molecular weight	129.16	g mol⁻¹
relative energy (zero: lowest compared OMol25 entry of this formula, charge and spin)	327.1	kJ/mol

```
! wB97M-V def2-TZVPD RIJCOSX def2/J DEFGRID3
* xyz 0 1
N -0.190 1.571 -1.870
C -1.544 0.930 -1.780
C -2.690 3.077 -1.055
C -2.566 1.722 -1.011
H 0.373 1.201 -1.055
H -0.086 2.623 -1.989
H -1.478 -0.184 -1.607
H -1.770 0.867 -2.795
H -3.274 3.458 -0.319
H -2.259 3.776 -1.737
H -3.230 1.295 -0.204
H 0.766 -4.685 1.027
H -0.207 -4.208 0.006
O -0.219 -4.794 0.853
H 4.522 -3.346 2.631
H 5.283 -2.106 2.883
O 4.586 -2.463 2.432
H 2.703 3.294 2.900
H 2.892 1.918 3.779
O 2.185 2.605 3.428
H -0.629 -2.171 -1.985
H -1.917 -1.839 -1.154
O -1.253 -2.543 -1.380
*
```



(6)
Here is 2 unconnected molecules or ions with the total composition C3H9PS at a distorted geometry from the Open Molecules 2025 dataset. Energies are from the ωB97M-V functional and the def2-TZVPD basis.

Properties
E	-23377.5098	eV
HOMO (spin up / spin down)	-0.324 / -0.270	hartree
molecular weight	108.15	g mol⁻¹
relative energy (zero: lowest compared OMol25 entry of this formula, charge and spin)	336.1	kJ/mol

```
! wB97M-V def2-TZVPD RIJCOSX def2/J DEFGRID3
* xyz 0 1
C 0.182 1.331 0.637
C 1.370 -2.145 -1.103
C -1.302 1.633 0.143
P -1.786 0.310 -0.930
S -2.474 -0.860 0.679
H 0.179 1.374 1.762
H 0.481 0.319 0.409
H 0.931 2.093 0.289
H 2.054 -2.113 -1.955
H 1.556 -1.535 -0.297
H 0.681 -2.913 -0.925
H -1.233 2.662 -0.454
H -2.009 1.862 1.057
H -2.859 -1.953 0.020
*
```